(1)
# C6H11NO2

One molecule with the formula C6H11NO2 at a distorted geometry (ωB97M-V/def2-TZVPD, the Open Molecules 2025 dataset).

Calculated values
* energy relative to the best compared isomer or geometry (same formula, charge and spin): 390.7 kJ/mol
* 2S+1: 1
* E_HOMO: -8.3 eV
* structure (SMILES): CC(=O)[C@@H](N)[C@@H]1O[C@H]1C

Last column: natural (NBO) charge in e.
CARTESIAN COORDINATES (ANGSTROEM)
1 O 1.036 -0.753 1.062  -0.4993
2 O -2.575 -0.959 -1.055  -0.5488
3 N -0.390 1.600 0.110  -0.8275
4 C -2.072 -0.168 -0.292  0.6059
5 C -0.628 0.323 -0.530  -0.2016
6 C 2.859 -0.845 -0.700  -0.6595
7 C 0.272 -0.814 -0.081  0.0733
8 C 1.942 -0.131 0.237  0.1027
9 C -2.784 0.355 0.928  -0.7320
10 H 3.896 -0.753 -0.360  0.2017
11 H -2.178 0.185 1.821  0.2259
12 H 0.411 2.069 -0.295  0.3700
13 H -0.036 -1.820 -0.350  0.1989
14 H -2.933 1.430 0.825  0.2507
15 H 2.819 -0.441 -1.717  0.2187
16 H -0.545 0.457 -1.615  0.2224
17 H -0.201 1.482 1.099  0.3617
18 H 2.577 -1.900 -0.757  0.2258
19 H 2.275 0.822 0.637  0.1760
20 H -3.747 -0.139 1.034  0.2349

Cartesian forces (eV/Å) of the 2 atoms listed first:
O -0.16 -0.74 1.89
O 0.10 0.00 0.05



(2)
# C3H29NO11

A 11-piece molecular cluster, C3H29NO11 overall (ωB97M-V/def2-TZVPD, the Open Molecules 2025 dataset).

Calculated values
* energy relative to the best compared isomer or geometry (same formula, charge and spin): 0.0 kJ/mol
* 2S+1: 1
* E_HOMO: -10.0 eV
* structure (SMILES): C[C@H](N)CO.O.O.O.O.O.O.O.O.O.O

Last column: natural (NBO) charge in e.
CARTESIAN COORDINATES (ANGSTROEM)
1 O -1.243 0.447 -2.730  -0.9970
2 O -0.283 1.671 1.798  -1.0338
3 O -2.208 -1.650 2.360  -0.9920
4 O 1.238 -3.317 -3.484  -0.9726
5 O -3.389 -0.133 -1.120  -1.0079
6 O 0.244 -0.884 2.716  -1.0254
7 O 1.789 -0.950 0.421  -0.7847
8 O 0.049 -1.647 -1.504  -1.0234
9 O 1.738 3.490 2.544  -0.9845
10 O -2.200 -2.447 -0.380  -1.0175
11 O -2.984 0.873 1.554  -1.0001
12 N 0.937 1.767 -0.747  -0.8786
13 C 2.550 0.271 0.381  -0.0691
14 C 3.364 2.051 -1.152  -0.6273
15 C 2.237 1.066 -0.882  -0.0801
16 H 1.294 4.162 3.067  0.4663
17 H 3.546 2.710 -0.296  0.2209
18 H 0.699 -1.323 -0.839  0.5147
19 H 3.119 2.694 -1.998  0.2120
20 H 2.336 0.883 1.256  0.1878
21 H -2.081 0.433 -2.217  0.5160
22 H 0.062 1.595 0.875  0.5039
23 H 0.326 1.531 -1.520  0.3954
24 H -2.096 1.299 1.621  0.5054
25 H 2.010 -3.689 -3.047  0.4623
26 H -4.332 -0.204 -1.306  0.4926
27 H -0.061 0.818 2.226  0.5032
28 H -0.272 -0.855 -1.990  0.5092
29 H 1.081 2.772 -0.762  0.3769
30 H -3.060 -1.031 -0.872  0.5175
31 H -2.243 -2.090 1.489  0.5027
32 H 0.824 -2.735 -2.821  0.4926
33 H -2.619 -0.763 2.204  0.5123
34 H 1.056 2.833 2.304  0.4947
35 H -2.392 -3.331 -0.708  0.4943
36 H -1.302 -2.182 -0.735  0.5195
37 H -1.477 0.429 -3.665  0.4896
38 H -3.105 0.700 0.604  0.4906
39 H 1.266 -0.993 1.250  0.5201
40 H 0.573 -1.134 3.584  0.4914
41 H 4.308 1.557 -1.386  0.2184
42 H 2.175 0.367 -1.713  0.1919
43 H -0.708 -1.216 2.631  0.5169
44 H 3.605 -0.017 0.384  0.1748

Cartesian forces (eV/Å) of the 2 atoms listed first:
O -0.02 0.20 0.05
O -0.04 -0.19 -0.02



(3)
# C14H22F6IN5O6S2

C14H22F6IN5O6S2 as an isolated structure (ωB97M-V/def2-TZVPD, the Open Molecules 2025 dataset).

Calculated values
* energy relative to the best compared isomer or geometry (same formula, charge and spin): 0.0 kJ/mol
* 2S+1: 1
* E_HOMO: -8.0 eV

Last column: natural (NBO) charge in e.
CARTESIAN COORDINATES (ANGSTROEM)
1 I 0.911 -4.394 -1.204  0.3863
2 S -0.470 4.292 5.287  2.5153
3 S 2.233 4.385 5.089  2.5227
4 F -4.661 -2.114 -2.166  -0.3272
5 F -1.521 4.848 4.234  -0.5094
6 F 2.192 5.174 6.466  -0.5031
7 F 2.214 2.193 2.349  -0.2749
8 F -3.835 -2.990 -0.380  -0.3204
9 F -4.465 -4.252 -1.994  -0.3122
10 O 1.261 0.284 1.757  -0.5886
11 O -0.740 2.890 5.343  -0.9438
12 O 3.253 5.041 4.335  -0.9507
13 O 2.442 3.023 5.474  -0.9523
14 O 2.096 1.608 -1.486  -0.5063
15 O -0.677 5.078 6.458  -0.9285
16 N 3.027 1.124 0.548  -0.7270
17 N 0.609 -2.687 -2.315  -0.6543
18 N -0.979 -1.125 -1.606  -0.2668
19 N 1.063 -1.109 -0.519  -0.6905
20 N 0.825 4.682 4.454  -1.2466
21 C -2.534 0.734 1.371  -0.6143
22 C 2.489 0.768 -0.740  0.7336
23 C 2.396 -0.741 -1.068  0.0276
24 C 0.199 -1.643 -1.458  0.7447
25 C -2.432 -0.357 0.282  -0.4130
26 C 1.820 -2.241 -3.084  -0.2278
27 C -1.922 1.174 -1.698  -0.6356
28 C -1.917 -1.660 -2.617  -0.2337
29 C 3.527 -1.530 -0.418  -0.6289
30 C -2.488 -3.053 -2.334  -0.5082
31 C -1.412 0.050 -0.786  -0.0547
32 C 2.355 -0.894 -2.597  -0.4475
33 C -3.870 -3.098 -1.710  0.9797
34 C 2.077 1.120 1.579  0.9910
35 H 1.103 -1.632 0.349  0.4453
36 H 1.737 -0.089 -3.004  0.2439
37 H -0.536 0.415 -0.254  0.2622
38 H -2.993 1.082 -1.894  0.2160
39 H -3.435 1.338 1.254  0.2208
40 H -2.550 0.290 2.367  0.2423
41 H 4.455 -0.953 -0.425  0.2430
42 H -3.411 -0.505 -0.182  0.2117
43 H -2.100 -1.292 0.744  0.2120
44 H 2.585 -3.018 -3.027  0.2176
45 H -1.679 1.417 1.351  0.2201
46 H 3.299 -1.753 0.628  0.2364
47 H 3.703 -2.474 -0.942  0.2174
48 H 3.465 2.039 0.473  0.4285
49 H -1.378 -1.697 -3.564  0.2401
50 H 3.363 -0.727 -2.988  0.2558
51 H -1.826 -3.645 -1.700  0.2434
52 H -1.717 2.133 -1.221  0.2577
53 H 1.531 -2.160 -4.136  0.2229
54 H -2.562 -3.589 -3.284  0.2569
55 H -1.406 1.170 -2.663  0.2173
56 H -2.715 -0.929 -2.726  0.2542

Cartesian forces (eV/Å) of the 2 atoms listed first:
I 0.00 -0.03 0.04
S 0.05 -0.06 -0.30



(4)
# C14H20Cl2FIN2O10PS

A 2-piece molecular cluster, C14H20Cl2FIN2O10PS overall at a distorted geometry (ωB97M-V/def2-TZVPD, the Open Molecules 2025 dataset).

Calculated values
* total charge: -1
* 2S+1: 1
* E_HOMO: -4.9 eV

Last column: natural (NBO) charge in e.
CARTESIAN COORDINATES (ANGSTROEM)
1 I 1.144 1.391 0.656  -0.3000
2 Cl -0.527 -3.962 3.117  -0.0290
3 Cl -1.130 -4.234 -1.403  -0.0073
4 S 2.382 -1.781 -2.588  1.9192
5 P 1.546 -0.369 -1.124  1.6210
6 F 1.786 -3.380 -2.345  -0.5331
7 O 2.035 -1.433 -4.019  -0.9140
8 O -1.880 5.394 0.925  -0.4893
9 O 3.902 -1.818 -2.415  -0.8853
10 O -2.866 -0.749 -0.282  -0.4896
11 O 2.465 -1.125 0.170  -0.8072
12 O -0.345 4.256 -0.298  -0.5527
13 O -2.049 5.348 -1.320  -0.4847
14 O 0.131 -1.304 -0.803  -0.8350
15 O 3.144 -3.625 3.238  -0.7374
16 O -1.390 1.944 -1.664  -0.5850
17 N 3.086 0.556 -1.367  -1.1450
18 N -0.895 -1.377 1.258  -0.5696
19 C -3.266 5.881 -0.821  -0.0944
20 C -1.768 -5.830 1.231  -0.6640
21 C -0.624 -3.579 0.258  -0.0479
22 C 1.676 -2.132 0.903  0.0550
23 C -0.150 1.914 -1.982  0.4080
24 C -1.917 -1.175 0.432  0.8970
25 C 0.643 0.621 -2.510  -0.8612
26 C -2.890 6.329 0.561  0.0611
27 C 0.136 -2.140 0.413  0.3815
28 C -0.971 -4.421 1.371  0.0018
29 C -1.330 4.936 -0.237  0.9714
30 C 2.591 -3.447 0.719  -0.4581
31 C -4.039 6.285 1.546  -0.6269
32 C 3.718 -3.530 1.904  -0.0687
33 H 4.519 -4.338 1.678  0.1813
34 H -4.931 6.773 1.144  0.2122
35 H 1.657 -1.845 2.015  0.2150
36 H 3.189 -2.699 3.589  0.4710
37 H -4.287 5.255 1.819  0.2310
38 H -0.156 -0.093 -2.966  0.2710
39 H -1.622 -6.450 2.202  0.2335
40 H -1.512 -6.406 0.275  0.2478
41 H -2.440 7.329 0.547  0.1741
42 H 0.443 2.915 -1.933  0.1567
43 H 2.839 1.482 -1.782  0.3537
44 H 4.288 -2.516 1.853  0.1715
45 H 3.356 0.805 -0.390  0.3868
46 H -3.760 6.794 2.473  0.2189
47 H -2.896 -5.536 1.231  0.2307
48 H 3.211 -3.288 -0.255  0.2590
49 H -4.025 5.092 -0.834  0.1883
50 H 2.014 -4.430 0.584  0.2166
51 H 1.374 1.002 -3.329  0.2572
52 H -3.606 6.711 -1.445  0.1930

Cartesian forces (eV/Å) of the 2 atoms listed first:
I -1.22 0.99 1.53
Cl -0.54 -0.51 -2.49



(5)
# C50H55AsCrN5O7S3

C50H55AsCrN5O7S3 as an isolated structure (ωB97M-V/def2-TZVPD, the Open Molecules 2025 dataset).

Calculated values
* energy relative to the best compared isomer or geometry (same formula, charge and spin): 19.9 kJ/mol
* total charge: -1
* expectation value of S²: 6.0715
* 2S+1: 5
* E_HOMO (alpha / beta): -2.5 / -3.9 eV

Last column: Löwdin spin population.
CARTESIAN COORDINATES (ANGSTROEM)
1 As -1.293 -2.027 -2.549  0.0054
2 Cr 0.115 0.169 -0.241  2.9794
3 S -2.449 1.650 -2.056  0.0040
4 S 4.338 -4.392 3.074  0.0097
5 S -0.335 2.309 -5.718  0.0175
6 O -0.487 -1.545 -1.176  0.0386
7 O -3.688 2.086 -1.444  0.0006
8 O -0.025 -2.250 -3.780  0.0007
9 O 0.039 -3.319 1.274  0.0009
10 O -1.699 2.727 -2.682  0.0016
11 O -2.150 -3.410 -2.474  0.0008
12 O -1.623 0.861 -1.124  0.0214
13 N 0.936 -5.408 1.058  -0.0002
14 N 1.181 0.334 -2.038  0.1135
15 N -1.763 4.430 0.985  0.0003
16 N 1.800 -0.869 0.258  0.0845
17 N -0.932 0.100 1.935  -0.0112
18 C 2.613 -1.116 -0.829  0.0765
19 C 2.522 -2.860 4.006  0.0408
20 C -0.179 0.306 3.061  -0.0005
21 C 0.583 -4.177 0.614  0.0004
22 C 0.875 0.948 -3.175  0.0125
23 C 2.366 2.222 -0.064  0.0041
24 C -2.863 -1.058 3.317  -0.0006
25 C -2.639 -1.447 0.960  0.0011
26 C 0.390 3.144 0.852  0.0026
27 C 1.665 0.669 5.282  0.0032
28 C -1.067 3.101 1.202  0.0012
29 C 0.340 0.321 5.494  -0.0002
30 C 3.497 1.266 3.652  0.0002
31 C -3.744 -0.863 -5.605  0.0001
32 C -3.759 1.129 -4.287  0.0001
33 C 2.046 -1.511 1.383  0.0104
34 C 1.859 1.556 -6.776  0.0357
35 C 1.666 -6.324 0.219  0.0002
36 C 1.175 0.742 2.931  0.0044
37 C -3.311 0.792 1.781  0.0002
38 C 0.994 2.062 0.198  -0.0488
39 C 1.159 2.270 -7.784  0.0006
40 C 3.854 -4.627 4.704  0.0391
41 C 3.228 -3.082 2.852  -0.0059
42 C -2.885 -1.451 -4.700  0.0002
43 C 3.101 -0.665 -3.180  0.0318
44 C 2.478 4.367 1.011  0.0103
45 C 0.680 -5.798 2.425  0.0002
46 C 3.093 3.343 0.303  -0.0029
47 C 2.070 0.893 3.969  0.0004
48 C 4.241 -1.547 -3.065  0.0082
49 C 1.181 1.489 -5.586  -0.0009
50 C -0.164 0.079 6.898  -0.0002
51 C 1.598 0.815 -4.358  0.1092
52 C 3.721 -1.999 -0.729  0.0410
53 C -1.564 4.992 -0.381  0.0002
54 C -4.187 0.437 -5.398  0.0001
55 C 1.130 4.247 1.288  -0.0036
56 C -3.208 4.299 1.306  0.0000
57 C -0.548 0.164 4.437  0.0014
58 C 2.301 -0.478 -2.020  0.0847
59 C 3.952 -2.636 0.472  0.0454
60 C -2.431 -0.768 -3.561  0.0015
61 C -0.042 2.736 -7.351  0.0318
62 C 3.106 -2.405 1.566  0.0978
63 C 2.739 -0.022 -4.340  0.0838
64 C 4.532 -2.176 -1.910  -0.0031
65 C -2.888 0.533 -3.368  0.0000
66 C 2.884 -3.742 5.059  -0.0002
67 C -2.358 -0.390 2.018  -0.0001
68 H 1.547 0.916 1.941  0.0019
69 H 4.313 -5.399 5.300  0.0025
70 H 4.791 -3.320 0.557  0.0026
71 H -1.014 0.725 7.132  0.0000
72 H 0.731 -1.685 -3.574  -0.0005
73 H -1.209 2.859 2.258  0.0006
74 H 1.780 -2.079 4.112  0.0022
75 H 4.147 3.403 0.059  -0.0006
76 H 0.862 -4.006 -0.440  0.0000
77 H 4.082 1.391 4.564  0.0000
78 H -3.691 5.263 1.160  0.0000
79 H 1.781 -5.892 -0.774  0.0001
80 H 1.357 -1.326 2.187  -0.0010
81 H -2.295 -1.141 -0.013  0.0009
82 H -2.552 -2.469 -4.853  0.0000
83 H 3.038 5.229 1.350  0.0007
84 H 4.859 -1.696 -3.943  -0.0001
85 H -3.308 3.972 2.338  0.0000
86 H 2.439 -3.709 6.043  -0.0011
87 H 2.660 -6.521 0.633  0.0001
88 H -2.061 5.959 -0.423  0.0000
89 H 2.909 1.437 -0.575  0.0012
90 H -4.087 2.144 -4.107  0.0000
91 H -1.349 5.082 1.649  0.0000
92 H -3.217 1.194 0.774  0.0000
93 H 0.660 5.028 1.886  -0.0007
94 H 1.619 -5.960 2.962  0.0001
95 H -0.499 5.096 -0.566  0.0001
96 H 3.977 0.491 3.047  0.0002
97 H -4.863 0.906 -6.103  0.0000
98 H -4.349 0.473 1.907  0.0000
99 H -0.499 -0.953 7.023  -0.0001
100 H -3.838 -1.490 3.081  0.0000
101 H 5.385 -2.842 -1.847  -0.0008
102 H -1.548 -0.081 4.726  0.0002
103 H -3.716 -1.628 0.896  0.0001
104 H -1.989 4.302 -1.104  0.0000
105 H -2.213 -1.869 3.646  0.0000
106 H 2.837 1.123 -6.925  0.0036
107 H -0.777 3.301 -7.900  0.0018
108 H 0.091 -6.719 2.453  0.0000
109 H 0.618 0.270 7.633  0.0000
110 H 0.011 1.597 -3.144  -0.0018
111 H 1.535 2.427 -8.785  -0.0009
112 H 3.323 -0.178 -5.238  0.0058
113 H 1.134 -7.275 0.123  0.0000
114 H -1.604 2.366 0.615  0.0004
115 H -4.077 -1.422 -6.470  0.0000
116 H -2.135 -2.378 1.199  0.0000
117 H 3.543 2.194 3.079  0.0000
118 H -3.112 1.579 2.517  0.0000
119 H -3.634 3.552 0.639  0.0000
120 H 0.129 -4.997 2.912  0.0001
121 H 2.361 0.765 6.108  0.0003
122 H -3.023 -0.357 4.133  0.0000

Cartesian forces (eV/Å) of the 2 atoms listed first:
As 0.00 -0.18 -0.08
Cr -0.84 0.21 0.08